[1]
The following is a DFT calculation (ωB97M-V with the def2-TZVPD basis set) of a 2-piece molecular cluster, C3H9NS2 overall in a non-equilibrium geometry.

As for the SMILES: C=CN.CSS. The energy above the lowest of the compared OMol25 structures with the same formula, charge and spin comes out at 133.4 kJ/mol. The calculation puts the energy at -970.7809 Ha. The calculation puts the frontier orbital gap at 0.3233 Ha.

The geometry in XYZ format:
```
15
Properties=species:S:1:pos:R:3:forces:R:3
C 2.048 2.073 -1.089 0.14 -0.28 0.66
S 0.311 2.448 -0.703 0.15 0.07 -0.40
S -0.392 2.829 -2.670 0.32 -0.44 0.44
H 2.511 2.847 -1.693 -0.11 -0.15 -0.31
H 2.134 1.057 -1.464 -0.05 0.18 -0.67
H 2.635 2.008 -0.164 -0.47 0.37 0.18
H -1.284 3.748 -2.302 0.00 0.24 0.11
C -0.963 -2.417 0.132 -0.58 -0.73 1.45
C -1.494 -2.247 1.354 0.29 1.51 -0.76
N -0.754 -2.025 2.538 0.39 -0.34 -0.12
H 0.081 -2.703 0.105 0.12 0.34 -0.58
H -1.622 -2.449 -0.720 0.22 -0.28 -0.19
H -2.551 -2.038 1.473 -0.07 -0.14 -0.01
H 0.236 -2.048 2.324 0.11 -0.29 0.02
H -0.897 -1.083 2.881 -0.47 -0.07 0.18
```
Positions in Å, forces in eV/Å.

---

[2]
The following is a DFT calculation (ωB97M-V with the def2-TZVPD basis set) of a 2-piece molecular cluster, C3H9NS2 overall in a non-equilibrium geometry.

The energy above the lowest of the compared OMol25 structures with the same formula, charge and spin comes out at 446.2 kJ/mol. The calculation puts the energy at -970.6618 Ha. The calculation puts the frontier orbital gap at 0.2234 Ha.

The geometry in XYZ format:
```
15
Properties=species:S:1:pos:R:3:forces:R:3
S 3.304 0.521 1.041 -1.09 -0.19 -0.12
S -2.128 0.464 0.413 0.16 -0.21 -0.55
C -0.565 0.513 1.448 -1.57 0.15 -0.79
C 0.483 -0.112 0.518 0.54 -1.23 -0.64
N 0.429 0.256 -0.892 -0.23 0.19 0.33
C -0.071 -0.791 -1.810 -0.47 1.47 0.07
H -3.088 0.986 1.182 0.34 0.04 0.61
H -0.848 0.020 2.380 0.84 -0.25 -0.18
H -0.370 1.561 1.627 0.35 0.12 0.04
H 1.482 0.262 0.889 1.14 0.62 0.51
H 0.679 -1.213 0.575 -0.83 0.56 0.54
H 1.370 0.492 -1.179 -0.11 0.16 -0.01
H 0.288 -1.754 -1.465 0.12 -0.50 -0.67
H -1.165 -0.787 -1.922 0.17 -0.13 0.76
H 0.199 -0.420 -2.806 0.64 -0.81 0.10
```
Positions in Å, forces in eV/Å.

---

[3]
The following is a DFT calculation (ωB97M-V with the def2-TZVPD basis set) of a 2-piece molecular cluster, C3H9O overall in a non-equilibrium geometry.

Its net charge is -1. The energy above the lowest of the compared OMol25 structures with the same formula, charge and spin comes out at 33.8 kJ/mol. The calculation puts the energy at -194.9017 Ha. The calculation puts the frontier orbital gap at 0.2238 Ha.

The geometry in XYZ format:
```
13
Properties=species:S:1:pos:R:3:forces:R:3
O -2.480 2.042 1.130 0.46 0.18 -0.10
H -1.797 2.712 0.948 -0.34 -0.25 0.09
C 0.350 -1.268 0.764 -0.13 -0.31 -0.87
C -0.250 -0.184 -0.169 -0.02 -0.61 0.77
C 0.840 0.258 -1.133 0.93 1.17 0.00
H 1.079 -1.833 0.174 0.12 -0.19 0.12
H -0.394 -2.002 1.078 -0.08 0.21 0.27
H 0.884 -0.880 1.629 -0.14 0.21 0.08
H -0.758 0.557 0.472 0.33 0.51 -0.48
H -1.094 -0.597 -0.721 0.11 -0.24 -0.17
H 1.632 0.874 -0.674 -0.29 -0.14 0.46
H 1.424 -0.581 -1.523 -0.37 -0.24 -0.20
H 0.565 0.901 -1.974 -0.57 -0.29 0.00
```
Positions in Å, forces in eV/Å.

---

[4]
The following is a DFT calculation (ωB97M-V with the def2-TZVPD basis set) of a 2-piece molecular cluster, C3H9O overall.

Its net charge is -1. The energy above the lowest of the compared OMol25 structures with the same formula, charge and spin comes out at 9.7 kJ/mol. The calculation puts the energy at -194.9109 Ha. The calculation puts the frontier orbital gap at 0.2495 Ha.

The geometry in XYZ format:
```
13
Properties=species:S:1:pos:R:3:forces:R:3
C -2.468 -0.456 1.017 0.13 0.32 0.11
H -1.377 -0.332 1.033 0.00 -0.34 -0.10
H -2.728 -1.513 1.024 0.07 -0.06 0.09
H -2.898 0.046 1.889 -0.13 -0.08 -0.09
H -2.858 -0.012 0.103 -0.09 0.09 -0.02
C 0.857 0.277 -0.280 0.04 0.07 -0.13
O 0.683 -0.792 0.504 -0.02 -0.01 0.14
C 2.241 0.302 -0.988 -0.55 -0.35 -0.10
H 0.080 0.384 -1.097 0.09 -0.06 -0.05
H 0.778 1.264 0.258 0.03 0.08 0.04
H 2.305 1.075 -1.760 0.10 0.21 0.02
H 3.012 0.433 -0.232 0.23 0.02 0.00
H 2.373 -0.675 -1.471 0.10 0.10 0.09
```
Positions in Å, forces in eV/Å.